# 1
Density functional theory data (wB97M-V/def2-TZVPD) for a structure of composition C9H23CaNO7S in a non-equilibrium geometry.

XYZ file:
```
42
Properties=species:S:1:pos:R:3:mulliken_charge:R:1
Ca -19.22 -23.38 -45.70 1.6465
S -19.01 -22.25 -48.35 0.9910
O -18.05 -22.08 -47.21 -0.7749
O -19.54 -20.96 -48.76 -0.6775
O -18.40 -22.99 -49.44 -0.6827
O -20.11 -23.04 -47.67 -0.7327
C -22.40 -24.88 -46.48 -0.9718
O -21.42 -24.73 -45.48 -0.1382
C -21.41 -25.78 -44.54 -0.4780
C -20.59 -25.37 -43.32 -0.9380
N -19.25 -24.90 -43.74 0.0984
C -18.56 -24.16 -42.66 -0.9484
C -17.21 -23.58 -43.12 -0.5356
O -17.28 -23.26 -44.52 -0.2192
C -16.23 -22.38 -44.94 -0.9418
H -22.27 -24.12 -47.26 0.2340
H -23.42 -24.70 -46.09 0.3326
H -22.35 -25.88 -46.91 0.3683
H -20.98 -26.65 -45.06 0.3180
H -22.40 -26.06 -44.17 0.4980
H -20.58 -26.13 -42.54 0.3949
H -21.03 -24.44 -42.93 0.3213
H -18.72 -25.77 -43.77 0.0708
H -18.38 -24.85 -41.83 0.4259
H -19.11 -23.36 -42.16 0.4130
H -16.37 -24.28 -43.00 0.4253
H -17.05 -22.65 -42.57 0.3964
H -16.54 -21.33 -44.93 0.3151
H -16.02 -22.62 -45.98 0.2221
H -15.30 -22.57 -44.39 0.4452
C -16.54 -26.54 -47.60 -1.4915
C -17.97 -26.04 -47.67 0.7521
C -18.99 -27.03 -48.26 -1.3468
O -18.44 -25.74 -46.33 -0.1350
H -15.92 -25.81 -47.08 0.3046
H -16.16 -26.56 -48.63 0.4279
H -16.41 -27.53 -47.17 0.3522
H -18.04 -25.12 -48.26 0.0723
H -18.94 -28.00 -47.77 0.3524
H -18.87 -27.23 -49.33 0.4002
H -19.98 -26.58 -48.15 0.2429
H -18.42 -26.53 -45.80 0.1908
```

The electronic energy is -54804.622 eV. The value obtained for the gap between HOMO and LUMO is 6.94 eV. The energy above the lowest of the compared OMol25 structures with the same formula, charge and spin is 0.00 kcal/mol.

# 2
Density functional theory data (wB97M-V/def2-TZVPD) for a structure of composition C9H23FInN2O2S.

XYZ file:
```
39
Properties=species:S:1:pos:R:3:mulliken_charge:R:1
N 1.67 4.71 -1.07 -0.7522
In 1.86 2.67 -1.60 1.0403
C -0.02 1.58 -1.22 -0.7411
C -0.75 1.44 -2.55 -0.0962
F -1.43 2.65 -2.83 -0.3650
N 3.52 1.76 -0.40 -0.5408
C 4.32 1.11 -0.96 0.2122
S 5.43 0.17 -1.67 -0.4721
H 1.80 5.23 -1.94 0.1578
H 0.69 4.85 -0.85 0.1732
H 2.33 2.49 -3.28 -0.3919
H -0.67 2.16 -0.56 0.3767
H 0.16 0.60 -0.79 0.2020
H -0.07 1.29 -3.38 0.2614
H -1.51 0.66 -2.55 -0.0419
C 0.56 -0.70 3.14 -1.3123
C -0.17 0.58 2.75 0.7100
C -0.33 1.52 3.93 -1.4455
O -1.45 0.28 2.17 -0.5151
H -0.02 -1.24 3.89 0.3386
H 0.68 -1.35 2.27 0.2706
H 1.54 -0.48 3.54 0.4099
H 0.39 1.08 1.96 0.1422
H -0.93 1.04 4.71 0.3636
H -0.84 2.43 3.62 0.3336
H 0.64 1.79 4.35 0.3797
H -1.96 -0.17 2.85 0.3276
C -1.34 -4.14 -2.03 -1.4162
C -0.83 -2.90 -1.32 0.3531
C -1.27 -2.87 0.14 -0.9962
O -1.25 -1.72 -1.98 -0.4432
H -2.44 -4.16 -2.03 0.3534
H -1.01 -4.15 -3.07 0.3287
H -0.99 -5.06 -1.55 0.3803
H 0.26 -2.88 -1.37 0.2920
H -2.37 -2.86 0.19 0.3594
H -0.91 -1.97 0.63 0.0432
H -0.91 -3.75 0.68 0.4050
H -2.21 -1.67 -1.94 0.3154
```

The electronic energy is -35508.853 eV. The value obtained for the gap between HOMO and LUMO is 7.44 eV. The charge is -1. The energy above the lowest of the compared OMol25 structures with the same formula, charge and spin is 0.00 kcal/mol.

# 3
Density functional theory data (wB97M-V/def2-TZVPD) for a cluster of 3 separate species, C9H23FNO6PS in total in a non-equilibrium geometry.

XYZ file:
```
42
Properties=species:S:1:pos:R:3:mulliken_charge:R:1
C 0.12 0.31 5.43 -0.9155
C -0.53 -0.66 4.29 -0.4940
C -0.45 0.01 2.80 -0.2039
N 0.61 1.06 2.86 -0.1435
C 0.54 2.03 1.76 0.2784
O 0.11 3.18 2.04 -0.5422
O 0.86 1.79 0.39 -0.1769
C 1.49 0.52 0.17 0.1428
F 0.48 -0.40 -0.26 -0.2860
P 2.68 0.74 -1.34 0.6462
O 4.02 1.74 -0.88 -0.5126
O 3.36 -0.84 -1.58 -0.4975
S 1.80 1.39 -2.93 -0.3361
H -0.11 -0.07 6.49 0.3388
H -0.35 1.34 5.29 0.2591
H 1.27 0.36 5.34 0.2221
H 0.03 -1.66 4.35 0.2479
H -1.62 -0.88 4.57 0.3285
H -0.20 -0.86 2.09 0.1233
H -1.50 0.43 2.58 0.3275
H 1.55 0.64 2.98 0.2999
H 2.15 0.15 1.02 0.2296
H 4.17 1.64 0.09 0.3461
H 3.98 -0.98 -0.82 0.3215
C -3.05 2.21 -2.58 -0.9563
C -1.90 2.79 -3.37 -0.1500
O -1.03 3.52 -2.51 -0.4829
H -3.61 3.01 -2.08 0.2682
H -3.73 1.65 -3.23 0.3280
H -2.69 1.54 -1.79 0.2480
H -2.26 3.47 -4.14 0.3131
H -1.32 1.99 -3.86 0.1754
H -0.70 2.90 -1.84 0.2470
C -0.59 -4.51 -1.85 -0.9609
C -0.30 -3.59 -3.01 -0.2115
O -0.88 -2.31 -2.78 -0.4641
H -1.66 -4.63 -1.71 0.2552
H -0.15 -5.50 -2.02 0.3243
H -0.18 -4.11 -0.92 0.2894
H -0.72 -3.99 -3.93 0.2922
H 0.78 -3.46 -3.15 0.2301
H -0.50 -1.96 -1.96 0.2510
```

As for the SMILES: CCCNC(=O)O[C@@H](F)P(O)(O)=S.CCO.CCO. The electronic energy is -46321.265 eV. The value obtained for the gap between HOMO and LUMO is 8.83 eV.

# 4
Density functional theory data (wB97M-V/def2-TZVPD) for the molecule C9H23N2O2P.

XYZ file:
```
37
Properties=species:S:1:pos:R:3:mulliken_charge:R:1
C -1.91 -1.75 2.68 -0.9899
N -0.94 -1.27 1.71 -0.1464
C -1.00 -1.91 0.40 -1.1699
C -0.58 -0.96 -0.73 1.8813
O 0.32 -1.57 -1.65 -0.5098
C 1.65 -1.71 -1.16 -0.6874
C 2.41 -0.39 -1.11 -0.4652
O 2.46 0.08 0.23 -0.3992
C 2.87 1.43 0.36 -0.6896
C 1.68 2.32 0.64 -0.0300
N 1.04 1.90 1.87 -0.7204
P -2.02 -0.37 -1.73 -0.1194
C -1.20 0.99 -2.66 -0.8944
C -2.83 0.63 -0.41 -0.8757
H -1.58 -2.70 3.12 0.3004
H -2.01 -1.03 3.49 0.3462
H -2.90 -1.92 2.24 0.3317
H -1.00 -0.27 1.60 0.1559
H -0.35 -2.79 0.37 0.4381
H -2.02 -2.28 0.21 0.3630
H -0.09 -0.08 -0.27 -0.9125
H 2.13 -2.41 -1.84 0.4232
H 1.65 -2.14 -0.15 0.3032
H 3.43 -0.51 -1.50 0.4108
H 1.89 0.34 -1.75 0.3430
H 3.39 1.77 -0.55 0.4087
H 3.58 1.48 1.19 0.3427
H 2.05 3.35 0.75 0.4404
H 1.01 2.31 -0.24 -0.1009
H 0.11 2.30 1.98 0.2821
H 0.95 0.89 1.88 0.3075
H -0.65 0.59 -3.51 0.2810
H -1.97 1.67 -3.04 0.4108
H -0.52 1.56 -2.02 0.1223
H -3.68 1.17 -0.84 0.4092
H -2.14 1.34 0.05 0.1813
H -3.23 -0.03 0.37 0.2281
```

As for the SMILES: CNC[C@@H](OCCOCCN)P(C)C. The electronic energy is -26068.777 eV. The value obtained for the gap between HOMO and LUMO is 9.59 eV. The energy above the lowest of the compared OMol25 structures with the same formula, charge and spin is 0.00 kcal/mol.

# 5
Density functional theory data (wB97M-V/def2-TZVPD) for a structure of composition C9H24BiClI2OP2 in a non-equilibrium geometry.

XYZ file:
```
40
Properties=species:S:1:pos:R:3:mulliken_charge:R:1
I 1.17 -1.31 1.33 0.0259
I 0.50 2.06 -0.12 0.0639
Bi -1.83 -1.70 -2.45 1.3812
P 1.41 -0.91 -2.21 0.4417
C 2.85 -0.17 -1.30 -1.0340
C 2.13 -2.57 -2.58 -1.0388
H 2.95 -2.53 -3.32 0.3860
H 2.61 -0.51 -4.37 0.3858
H 1.34 -3.21 -3.00 0.3643
H 0.84 -0.35 -4.51 0.3652
H 2.98 -0.70 -0.34 0.2603
H 2.44 -3.05 -1.65 0.3045
C 1.70 -0.14 -3.86 -1.0978
H 3.79 -0.23 -1.86 0.4396
H 1.72 0.96 -3.74 0.3218
H 2.61 0.88 -1.07 0.1491
P -2.74 -0.35 0.40 0.4076
C -2.37 0.54 2.00 -1.0367
C -4.17 0.67 -0.17 -1.0801
H -3.87 -2.50 0.28 0.3652
H -4.69 -1.49 1.50 0.3787
H -3.08 -2.29 1.84 0.3384
C -3.70 -1.77 1.09 -1.0915
H -4.43 0.37 -1.20 0.3615
H -5.08 0.56 0.44 0.3754
H -3.24 0.61 2.67 0.4830
H -2.04 1.56 1.77 0.2743
H -3.86 1.72 -0.24 0.3304
H -1.55 0.02 2.51 0.2137
Cl -3.02 -2.86 -4.17 -0.2292
C 1.02 2.81 2.89 -0.7301
C 1.59 1.57 2.47 0.8121
C 2.97 1.14 2.55 -1.3084
O 0.69 0.83 1.97 -0.4815
H 1.83 3.37 3.37 0.3973
H 0.10 2.55 3.43 0.3248
H 0.55 3.32 2.02 0.1996
H 3.05 0.03 2.61 0.3261
H 3.48 1.36 1.59 0.2338
H 3.36 1.69 3.43 0.4169
```

The electronic energy is -64890.464 eV. The value obtained for the gap between HOMO and LUMO (alpha / beta) is 4.26 / 3.49 eV. The charge is +2. The energy above the lowest of the compared OMol25 structures with the same formula, charge and spin is 153.08 kcal/mol.

# 6
Density functional theory data (wB97M-V/def2-TZVPD) for a cluster of 10 separate species, C9H24Cl18OS2Si2 in total.

XYZ file:
```
56
Properties=species:S:1:pos:R:3:mulliken_charge:R:1
S 2.80 3.28 0.18 -0.1726
Si 1.45 4.81 0.76 0.3866
O 0.15 4.91 -0.24 -0.0584
Si -1.23 4.04 -0.43 0.4578
S -0.86 1.97 -0.76 -0.2427
H 2.48 3.37 -1.12 0.0539
H 2.07 6.14 0.79 -0.1567
H 0.99 4.42 2.11 -0.1536
H -2.05 4.25 0.77 -0.1463
H -1.94 4.45 -1.65 -0.1270
H -0.05 1.82 0.30 0.1129
C 2.93 0.09 -2.88 0.2682
Cl 3.75 -0.32 -1.36 -0.1564
Cl 3.14 1.80 -3.31 -0.1260
H 3.37 -0.49 -3.68 -0.1824
H 1.87 -0.11 -2.76 0.2184
C 4.34 -3.72 -4.66 -0.3800
Cl 3.31 -3.60 -3.24 -0.0486
Cl 4.57 -2.14 -5.43 -0.1906
H 5.31 -4.09 -4.36 0.2939
H 3.86 -4.38 -5.37 0.3242
C 1.26 5.52 -3.99 -0.3179
Cl 2.84 5.32 -3.21 -0.1398
Cl 0.24 4.09 -3.80 -0.1119
H 0.76 6.36 -3.54 0.2410
H 1.43 5.67 -5.05 0.3368
C -3.56 0.15 0.87 0.0964
Cl -4.60 1.45 0.30 -0.0945
Cl -3.55 0.04 2.64 -0.1113
H -3.91 -0.79 0.47 0.3192
H -2.55 0.37 0.55 -0.2146
C 0.02 -0.72 3.80 0.1830
Cl -0.05 -0.74 2.03 -0.0448
Cl 1.18 0.48 4.41 -0.1782
H -0.95 -0.47 4.20 -0.2268
H 0.34 -1.70 4.13 0.3099
C -4.13 -2.08 5.91 -0.2197
Cl -3.10 -0.65 5.84 -0.1539
Cl -3.23 -3.57 5.62 -0.1528
H -4.56 -2.13 6.90 0.3028
H -4.89 -1.99 5.14 0.2261
C 2.55 -3.11 0.35 -0.1539
Cl 1.08 -2.84 -0.60 -0.1644
Cl 2.80 -4.83 0.69 -0.1228
H 3.39 -2.74 -0.23 0.1047
H 2.44 -2.58 1.29 0.3128
C 3.94 -8.52 -1.39 -0.3141
Cl 3.06 -8.40 0.14 -0.1435
Cl 3.93 -7.00 -2.30 -0.0763
H 4.96 -8.78 -1.17 0.2671
H 3.45 -9.28 -1.99 0.2666
C -8.27 3.46 1.66 -0.2416
Cl -7.27 3.11 3.07 -0.1380
Cl -7.31 3.62 0.18 -0.1448
H -8.96 2.64 1.52 0.2510
H -8.78 4.40 1.83 0.2736
```

As for the SMILES: S[SiH2]O[SiH2]S.ClCCl.ClCCl.ClCCl.ClCCl.ClCCl.ClCCl.ClCCl.ClCCl.ClCCl. The electronic energy is -274603.183 eV. The value obtained for the gap between HOMO and LUMO is 9.84 eV. The energy above the lowest of the compared OMol25 structures with the same formula, charge and spin is 0.00 kcal/mol.

- electronic energy of number 2 (C9H23FInN2O2S)?
  -35508.853 eV